This record from the Open Molecules 2025 dataset describes a 2-piece molecular cluster, C9H11O3 overall. The level of theory is ωB97M-V/def2-TZVPD.

Each atom is followed by the atoms it is bonded to, with distances in Å.
Cartesian coordinates (Å):
1 C 3.159 2.613 -1.723  C7 1.537, H14 1.129, H15 1.105, H16 1.074
2 C -0.049 0.904 0.620  C3 1.448, C4 1.385, O8 1.348
3 C 0.325 0.162 -0.566  C2 1.448, C5 1.360, H10 1.096
4 C 0.502 2.149 0.871  C2 1.385, C6 1.373, H11 1.083
5 C 1.319 0.702 -1.320  C3 1.360, C7 1.427, H12 1.106
6 C 1.523 2.623 0.084  C4 1.373, C7 1.393, H13 1.084
7 C 2.063 1.862 -0.951  C1 1.537, C5 1.427, C6 1.393
8 O -0.903 0.306 1.473  C2 1.348, H9 1.134
9 H -1.001 -0.792 1.204  O8 1.134
10 H -0.133 -0.806 -0.804  C3 1.096
11 H 0.227 2.712 1.754  C4 1.083
12 H 1.577 0.253 -2.297  C5 1.106
13 H 1.983 3.568 0.347  C6 1.084
14 H 4.160 2.360 -1.268  C1 1.129
15 H 2.982 3.670 -1.456  C1 1.105
16 H 3.030 2.438 -2.775  C1 1.074
17 C -2.464 -3.964 0.416  C18 1.515, H21 1.118, H22 1.106, H23 1.075
18 C -1.851 -2.594 0.216  C17 1.515, O19 1.286, O20 1.228
19 O -1.019 -2.161 1.096  C18 1.286
20 O -2.264 -1.853 -0.672  C18 1.228
21 H -3.469 -3.796 -0.047  C17 1.118
22 H -2.763 -4.137 1.467  C17 1.106
23 H -1.905 -4.785 0.004  C17 1.075

For the LUMO energy, the calculation gives 3.6 eV. The calculation puts the HOMO-LUMO gap at 7.58 eV. Its HOMO energy is -4.0 eV. The energy relative to the best compared isomer or geometry (same formula, charge and spin) comes out at 77.2 kJ/mol. As for the spin multiplicity: 1. The total charge is -1.

Here are the natural (NBO) charges for atoms 1 to 5, given in e: -0.618 0.365 -0.281 -0.327 -0.209